Entry 1:
{"formula": "C14H33Hg2NO14", "method": "ωB97M-V/def2-TZVPD", "symbols": ["Hg", "Hg", "C", "O", "O", "O", "C", "O", "O", "O", "C", "C", "O", "O", "H", "H", "H", "H", "H", "H", "C", "C", "O", "O", "H", "H", "H", "H", "H", "H", "C", "C", "O", "O", "H", "H", "H", "H", "H", "H", "C", "O", "C", "C", "N", "C", "C", "O", "C", "H", "H", "H", "H", "H", "H", "H", "H", "H", "H", "H", "H", "H", "H", "H"], "xyz": [[-18.845, -0.810, 12.462], [-15.357, 0.268, 13.702], [-17.840, 1.441, 13.708], [-16.962, 1.734, 14.599], [-19.036, 1.095, 13.915], [-17.352, 1.054, 12.571], [-16.690, -2.166, 13.929], [-17.947, -2.320, 14.156], [-15.809, -1.814, 14.782], [-16.557, -1.608, 12.739], [-17.443, 4.231, 11.625], [-17.076, 5.650, 11.198], [-15.673, 5.810, 11.130], [-17.167, 3.204, 10.655], [-18.457, 4.204, 12.042], [-16.798, 3.927, 12.459], [-17.438, 6.396, 11.911], [-17.554, 5.887, 10.247], [-15.205, 5.476, 11.896], [-17.233, 2.416, 11.214], [-21.817, -1.032, 14.840], [-21.652, 0.291, 15.549], [-21.663, 1.361, 14.599], [-20.663, -1.440, 14.089], [-22.616, -0.941, 14.100], [-22.108, -1.892, 15.451], [-20.740, 0.354, 16.152], [-22.473, 0.473, 16.245], [-20.755, 1.318, 14.245], [-20.038, -1.928, 14.649], [-17.792, 4.859, 16.342], [-18.932, 3.864, 16.576], [-18.311, 2.631, 17.004], [-16.889, 4.545, 15.292], [-17.351, 5.047, 17.327], [-18.185, 5.818, 15.979], [-19.393, 3.682, 15.599], [-19.670, 4.184, 17.306], [-18.047, 2.253, 16.154], [-16.934, 3.582, 15.149], [-17.485, -0.110, 9.303], [-17.999, -1.061, 10.213], [-18.355, -2.265, 9.579], [-18.867, -3.301, 10.566], [-19.820, -2.839, 11.600], [-21.194, -2.625, 11.113], [-21.490, -1.191, 10.564], [-20.620, -0.248, 11.180], [-20.757, 1.117, 10.806], [-18.079, -0.036, 8.387], [-16.469, -0.334, 8.961], [-17.467, 0.843, 9.826], [-17.446, -2.672, 9.120], [-19.088, -2.061, 8.789], [-18.099, -3.702, 11.234], [-19.258, -4.153, 10.000], [-19.893, -3.482, 12.376], [-21.855, -2.668, 11.978], [-21.613, -3.281, 10.344], [-22.536, -0.983, 10.787], [-21.308, -1.183, 9.487], [-19.833, 1.676, 10.958], [-21.488, 1.620, 11.443], [-21.037, 1.180, 9.753]], "orbital_gap_ev": 5.82, "e_lumo_ev": -2.94, "e_homo_ev": -8.76}



Entry 2:
{"formula": "C9H12BrN2O2S", "method": "ωB97M-V/def2-TZVPD", "symbols": ["C", "C", "S", "C", "C", "C", "C", "O", "C", "N", "N", "C", "C", "Br", "H", "H", "H", "H", "H", "H", "H", "H", "H", "H", "O", "H", "H"], "xyz": [[3.359, -1.672, -0.079], [2.991, -0.134, -0.370], [2.931, 0.774, 1.229], [1.487, 1.935, 1.252], [0.249, 1.131, 0.745], [-0.278, -0.003, 1.587], [-1.420, -0.725, 1.042], [-2.018, -1.845, 1.683], [-1.749, -2.916, 0.835], [-1.830, -3.646, -0.052], [-2.001, -0.394, -0.189], [-1.540, 0.639, -0.982], [-0.389, 1.435, -0.559], [0.234, 2.846, -1.736], [4.172, -2.040, -0.763], [3.803, -1.693, 0.962], [2.457, -2.339, -0.124], [3.788, 0.251, -1.075], [2.030, -0.140, -0.951], [1.677, 2.809, 0.578], [1.363, 2.301, 2.303], [0.176, -0.296, 2.563], [-2.801, -0.939, -0.533], [-2.051, 0.810, -1.962], [-4.993, 1.659, -1.762], [-5.280, 1.015, -2.422], [-4.364, 1.175, -1.218]], "orbital_gap_ev": 6.91, "total_charge": 1, "e_lumo_ev": -5.42, "e_homo_ev": -12.33}



Entry 3:
{"formula": "C22H15F6N5O", "method": "ωB97M-V/def2-TZVPD", "symbols": ["C", "C", "C", "C", "O", "N", "C", "C", "C", "C", "C", "F", "F", "F", "C", "C", "C", "F", "F", "F", "C", "C", "C", "C", "C", "C", "C", "C", "C", "C", "N", "N", "N", "N", "H", "H", "H", "H", "H", "H", "H", "H", "H", "H", "H", "H", "H", "H", "H"], "xyz": [[4.610, -0.089, -2.155], [3.534, 0.936, -2.024], [2.475, 0.933, -1.126], [2.384, -0.176, -0.191], [3.369, -0.620, 0.383], [1.137, -0.760, -0.080], [0.752, -1.889, 0.729], [-0.778, -1.834, 0.894], [-1.545, -2.323, -0.235], [-2.949, -2.467, -0.135], [-3.767, -2.581, -1.401], [-3.075, -3.032, -2.451], [-4.696, -3.549, -1.188], [-4.351, -1.454, -1.856], [-3.578, -2.269, 1.160], [-2.799, -1.902, 2.298], [-3.479, -2.008, 3.562], [-4.228, -3.094, 3.709], [-4.292, -0.921, 3.661], [-2.655, -2.137, 4.636], [-1.369, -1.722, 2.161], [1.365, 1.980, -1.021], [0.456, 2.064, 0.085], [1.021, 2.366, 1.355], [0.221, 2.368, 2.484], [-1.083, 2.162, 2.422], [-1.601, 1.777, 1.172], [-0.822, 1.694, -0.021], [1.305, 3.008, -1.975], [2.326, 2.936, -3.046], [2.479, 3.684, -4.093], [3.492, 3.129, -4.814], [4.052, 2.200, -4.207], [3.372, 1.948, -3.035], [4.328, -1.081, -1.758], [5.589, 0.269, -1.691], [4.661, -0.256, -3.291], [0.403, -0.193, -0.569], [1.030, -2.828, 0.271], [1.140, -1.815, 1.649], [-0.839, -2.467, -1.036], [-4.622, -2.423, 1.173], [-0.717, -1.514, 3.037], [2.067, 2.542, 1.526], [0.679, 2.597, 3.526], [-1.537, 2.095, 3.396], [-2.696, 1.566, 1.031], [-1.304, 1.339, -0.923], [0.537, 3.809, -1.997]], "orbital_gap_ev": 8.91, "smiles": "Cc1c(C(=O)NCc2cc(C(F)(F)F)cc(C(F)(F)F)c2)c(-c2ccccc2)cc2nnnn12", "e_lumo_ev": -0.38, "relative_energy_ev": 1.607, "e_homo_ev": -9.29}



Entry 4:
{"formula": "C26H30MnN6O5S", "method": "ωB97M-V/def2-TZVPD", "symbols": ["Mn", "N", "C", "C", "C", "C", "C", "C", "S", "O", "O", "N", "C", "N", "C", "C", "C", "N", "H", "H", "H", "H", "H", "H", "H", "H", "H", "C", "N", "C", "C", "N", "C", "H", "H", "H", "H", "H", "H", "C", "C", "C", "C", "C", "C", "C", "O", "C", "C", "C", "H", "H", "H", "H", "H", "H", "H", "H", "H", "H", "H", "H", "C", "O", "C", "O", "H", "H", "H"], "xyz": [[-0.547, 0.392, 0.601], [0.957, 5.114, -5.334], [0.849, 4.740, -4.028], [0.773, 5.705, -3.011], [0.669, 5.330, -1.691], [0.629, 3.979, -1.360], [0.700, 3.005, -2.358], [0.792, 3.378, -3.677], [0.676, 3.531, 0.316], [1.839, 2.739, 0.573], [0.377, 4.636, 1.166], [-0.642, 2.400, 0.516], [-1.882, 2.937, 0.394], [-2.160, 4.175, -0.018], [-3.397, 4.615, 0.077], [-4.467, 3.850, 0.584], [-4.200, 2.556, 0.849], [-2.918, 2.102, 0.721], [1.077, 6.078, -5.581], [1.089, 4.435, -6.058], [0.799, 6.756, -3.275], [0.607, 6.075, -0.904], [0.687, 1.960, -2.100], [0.834, 2.629, -4.460], [-3.574, 5.621, -0.291], [-5.463, 4.250, 0.689], [-4.940, 1.828, 1.151], [3.796, 1.725, 3.629], [2.967, 0.994, 2.654], [3.432, 0.243, 1.595], [2.343, -0.146, 0.895], [1.215, 0.354, 1.527], [1.641, 1.050, 2.571], [4.758, 1.231, 3.713], [3.311, 1.721, 4.600], [3.943, 2.750, 3.296], [4.484, 0.069, 1.426], [2.293, -0.766, 0.018], [1.020, 1.591, 3.267], [1.220, -7.831, 0.226], [0.806, -6.397, 0.087], [0.422, -5.882, -1.151], [0.038, -4.571, -1.302], [-0.359, -4.091, -2.680], [0.035, -3.724, -0.149], [-0.280, -2.373, -0.366], [-0.357, -1.481, 0.525], [0.402, -4.245, 1.136], [0.413, -3.423, 2.399], [0.781, -5.563, 1.211], [1.367, -8.309, -0.740], [0.450, -8.387, 0.769], [2.139, -7.913, 0.809], [0.424, -6.535, -2.017], [-0.427, -4.936, -3.361], [0.384, -3.405, -3.092], [-1.327, -3.591, -2.685], [-0.473, -2.065, -1.393], [1.149, -2.620, 2.339], [0.659, -4.054, 3.250], [-0.553, -2.955, 2.586], [1.071, -5.973, 2.175], [-3.516, -1.316, 1.658], [-3.198, 0.105, 1.750], [-2.611, 0.699, 0.727], [-2.227, 0.140, -0.348], [-3.540, -1.674, 2.678], [-2.770, -1.844, 1.080], [-4.493, -1.420, 1.198]], "spin_multiplicity": 4, "orbital_gap_ev": [6.40, 6.25], "total_charge": 2, "e_lumo_ev": [-6.17, -6.33], "relative_energy_ev": 0.000, "e_homo_ev": [-12.57, -12.58], "s2": 3.883}



Entry 5:
{"formula": "C4H4KO5", "method": "ωB97M-V/def2-TZVPD", "symbols": ["O", "C", "C", "O", "O", "C", "H", "H", "H", "H", "O", "O", "C", "K"], "xyz": [[-1.516, 1.410, -0.054], [-0.239, 1.207, -0.511], [-2.183, 0.366, 0.630], [0.196, 2.074, -1.265], [0.346, 0.151, -0.133], [-2.731, -0.691, -0.258], [-3.009, 0.861, 1.172], [-1.528, -0.064, 1.408], [-3.147, -1.594, 0.196], [-2.960, -0.463, -1.302], [5.825, 0.237, 0.903], [4.274, -1.142, -0.119], [5.010, -0.444, 0.456], [1.661, -1.908, -1.123]], "spin_multiplicity": 2, "orbital_gap_ev": [6.66, 6.83], "e_lumo_ev": [-0.95, -0.98], "relative_energy_ev": 0.000, "e_homo_ev": [-7.61, -7.81], "s2": 0.754}